Entry 1:
The following is a DFT calculation (ωB97M-V with the def2-TZVPD basis set) of a cluster of 2 separate species, CH4O3S in total at a distorted geometry.

Calculated values
LUMO: 0.437 eV
multiplicity: 1

Bonds (Å) are listed after each position.
Element x y z (Å)
1 S 1.314 0.840 -1.810  O4 1.645, H7 1.438
2 O -1.548 -0.601 0.114  C5 1.313, H8 0.988
3 O 0.153 0.715 0.798  C5 1.296, H9 1.041
4 O -0.136 0.190 -1.385  S1 1.645, C5 1.388
5 C -0.331 -0.137 -0.050  O2 1.313, O3 1.296, O4 1.388
6 H 0.875 -1.338 -0.089  no bonds
7 H 2.012 -0.190 -1.090  S1 1.438
8 H -1.770 -0.639 1.076  O2 0.988
9 H 0.946 1.224 0.353  O3 1.041

Entry 2:
The following is a DFT calculation (ωB97M-V with the def2-TZVPD basis set) of a cluster of 2 separate species, CH4OS in total at a distorted geometry.

Calculated values
<S²>: 2.006
LUMO (spin up / spin down): 0.838 / -2.366 eV
multiplicity: 3

Bonds (Å) are listed after each position.
Element x y z (Å)
1 S -1.268 -0.223 0.379  H4 1.442, H7 1.306
2 O 1.951 0.385 0.280  C3 1.234
3 C 1.677 1.588 0.307  O2 1.234, H5 1.143, H6 1.164
4 H -0.565 -0.900 1.440  S1 1.442
5 H 2.331 2.396 0.780  C3 1.143
6 H 0.585 1.903 0.057  C3 1.164
7 H -0.623 -0.743 -0.630  S1 1.306